16 unconnected molecules or ions with the total composition C40H117BFNO18PSi at a distorted geometry, computed with ωB97M-V/def2-TZVPD.

Last column: Mulliken charge in e.
Element x y z (Å)
C (2.159, -2.817, 4.798)  -0.6333
H (-2.634, -4.191, -3.747)  0.2052
C (4.250, -3.466, -3.061)  -0.2661
H (1.788, -3.545, 4.072)  0.2870
O (0.148, 5.826, 12.541)  -0.4743
H (1.857, 5.295, 7.636)  0.3884
C (-1.380, -4.781, -1.548)  -0.9991
C (1.268, 6.635, 12.198)  -0.5464
H (-0.774, -8.178, -14.054)  0.3024
H (-2.702, 8.003, 9.248)  0.3927
O (-5.700, 4.556, 11.693)  -0.5204
C (3.965, 1.073, 1.048)  -0.1582
H (-1.542, 2.247, -6.847)  0.2766
H (-4.378, 7.210, 7.220)  0.3193
H (-2.198, -5.394, -2.026)  0.2935
C (0.698, -9.408, -13.753)  -0.6270
H (0.997, 5.317, 6.022)  0.3039
H (2.402, 4.516, 4.279)  0.2680
H (-0.034, -4.390, -13.856)  0.1968
C (2.362, 3.645, 6.277)  -0.6033
H (-2.543, 5.444, 10.089)  0.3219
C (-4.079, -1.953, -6.152)  -0.2177
H (-2.941, 1.158, -7.092)  0.2897
O (-0.863, -5.453, -12.291)  -0.4241
H (1.490, 2.722, -1.128)  0.2534
C (-0.643, 4.670, 8.662)  -0.4294
H (0.342, -10.151, -14.470)  0.2681
H (5.860, -1.140, -0.127)  0.3149
O (-1.547, 0.526, -5.699)  -0.4285
H (6.001, 3.356, 1.194)  0.3184
H (-0.356, -3.321, -7.618)  0.2696
H (2.203, -9.576, -4.605)  0.2769
C (-2.138, -3.294, -3.276)  -0.5596
O (-7.658, 7.745, 7.267)  -0.4831
H (1.183, 3.190, 4.427)  0.2953
C (-0.108, -4.346, -12.767)  -0.5349
H (-2.516, 0.401, 9.234)  0.2542
Si (1.503, -3.724, -5.979)  1.2930
P (1.833, -3.510, -3.749)  0.5097
H (-1.168, 6.741, 8.056)  0.2355
H (2.937, -5.228, -7.440)  0.3514
H (-4.683, -2.034, -7.054)  0.3459
O (5.537, 3.814, 1.899)  -0.5184
H (-4.346, -1.424, -4.306)  0.3135
H (1.318, 7.497, 12.868)  0.2936
H (7.425, -4.694, -3.969)  0.3752
H (-3.928, 3.873, 12.509)  0.2225
H (4.891, -3.238, -0.311)  0.4226
H (0.277, 5.534, 13.446)  0.2717
O (1.645, -1.524, 4.500)  -0.3818
O (-0.732, -5.860, -15.997)  -0.4125
H (-8.723, 8.970, 8.555)  0.2361
H (1.862, -3.116, 5.808)  0.2888
H (0.892, -4.364, -12.324)  0.2882
O (3.519, -3.229, -4.247)  -0.2720
H (2.185, 6.046, 12.277)  0.2752
H (-0.624, -2.403, -6.106)  -0.5598
C (-4.670, 3.577, 11.763)  -0.3384
H (-2.902, -2.823, -2.614)  0.2431
H (-3.724, 5.110, 8.767)  0.2097
H (3.575, -1.539, -2.425)  -0.0010
H (-2.597, -0.052, 7.506)  0.2774
C (5.790, -3.291, -3.304)  0.6568
H (5.806, -4.811, -4.846)  0.2225
H (4.194, -4.491, -2.600)  0.0362
H (-6.594, 8.365, 12.396)  0.2661
H (1.806, 0.848, 1.373)  0.4943
O (-2.819, -4.760, -8.461)  -0.4639
H (2.369, -1.358, -6.521)  0.2597
H (5.491, 5.566, 0.797)  0.3427
H (1.785, -9.368, -13.785)  0.2166
H (-0.907, -6.724, -17.869)  0.2516
H (-0.243, 4.779, -0.241)  0.2346
H (-1.332, -5.171, -9.841)  0.2912
H (-2.502, -3.917, -10.305)  0.2398
H (-3.949, 7.302, 10.325)  0.0006
C (1.662, -8.724, -4.194)  -0.1509
O (-6.635, 8.808, 11.545)  -0.4520
H (-3.672, -2.936, -5.902)  0.1520
H (3.231, -0.948, 1.445)  0.2814
H (-0.536, -5.499, -1.384)  0.2637
H (-2.704, -5.619, -8.048)  0.2706
C (1.311, 4.682, 6.882)  -0.5554
C (-5.560, 9.740, 11.497)  -0.5542
H (2.299, -4.871, -3.521)  -0.6317
H (5.959, -5.519, -3.227)  0.3311
O (-2.715, 1.976, 7.905)  -0.4106
O (0.280, -8.869, -4.492)  -0.5691
H (-1.769, -2.635, -4.092)  0.0592
H (2.686, -5.904, -5.759)  -0.0117
H (1.149, 6.980, 11.172)  0.1845
H (0.688, -1.578, 4.554)  0.2420
H (-5.586, 10.255, 10.538)  0.2146
H (-9.357, 7.308, 8.369)  0.2941
H (4.270, 5.413, 2.082)  0.2083
H (4.842, 1.656, 1.443)  -0.1607
H (-4.194, 3.469, 10.785)  0.0626
H (1.362, -2.156, -3.992)  -0.7064
C (6.320, -4.670, -3.861)  -1.2538
H (-5.563, 6.961, 8.599)  0.1655
B (0.084, -4.290, -3.363)  0.5171
C (4.111, -2.473, -0.536)  -0.7467
H (0.977, 4.933, -1.527)  0.2719
C (2.220, 3.505, 4.712)  -0.6810
H (-3.264, -1.246, -6.324)  0.0071
H (1.610, 1.207, 3.690)  0.3830
H (4.010, 3.088, 3.452)  -0.0226
H (3.654, -2.598, -6.820)  0.1947
C (-3.509, 7.228, 9.303)  -0.3025
C (4.807, 4.878, 1.300)  -0.5419
O (-4.902, -1.486, -5.087)  -0.5688
H (0.063, 5.127, 9.391)  0.0894
C (2.190, -5.422, -6.629)  -1.0495
H (-1.784, -4.410, -0.580)  0.2690
H (2.301, -2.403, -7.994)  0.3066
O (1.025, 3.182, -0.423)  -0.3751
H (-3.673, 1.929, 7.961)  0.2502
H (-1.977, 5.406, 7.085)  0.3112
O (2.135, -2.931, -2.109)  -0.4642
H (1.307, -5.999, -7.001)  0.2621
H (2.042, -7.805, -4.644)  -0.0993
H (3.827, 1.368, -0.026)  0.3514
H (4.549, -0.342, -1.047)  0.4346
C (-2.249, 1.573, -6.353)  -0.6489
H (1.806, -8.695, -3.110)  0.2364
H (-0.614, 3.651, 6.695)  0.2076
C (4.744, -1.050, -0.211)  -0.7350
H (-1.143, -5.652, -4.179)  0.2037
H (-2.987, -5.628, -10.333)  0.3005
H (0.378, -9.684, -12.746)  0.2830
H (-4.609, 9.212, 11.598)  0.2287
H (-7.871, 7.600, 9.301)  0.1031
O (0.187, -8.120, -14.090)  -0.5106
C (-8.452, 7.918, 8.437)  -0.4138
C (2.661, 1.303, 3.323)  -0.4328
H (-5.288, 5.386, 11.434)  0.2830
H (2.250, 2.627, 6.717)  0.3109
H (3.897, 2.132, 4.955)  0.4936
C (4.212, -0.486, 1.179)  -0.4406
C (-0.303, -5.977, -17.346)  -0.5778
H (-0.395, -6.251, -12.560)  0.2613
H (0.751, -6.266, -17.381)  0.2545
H (2.374, 2.539, 1.449)  0.2823
H (-1.017, -4.212, -6.179)  0.0357
O (-0.209, -5.566, -3.964)  -0.1289
C (3.297, 2.522, 4.092)  -0.4376
C (3.527, -2.571, -1.982)  0.2501
C (0.106, 3.890, 7.509)  -0.6954
H (-0.425, 3.843, -1.742)  0.2277
H (-0.614, -6.723, -15.585)  0.3227
C (-0.313, -3.408, -6.504)  0.0186
H (-5.667, 10.471, 12.303)  0.3147
N (-0.951, -3.667, -2.456)  -0.1946
H (-1.056, 0.047, -6.373)  0.2378
H (-4.934, 8.598, 8.259)  0.3305
H (3.196, 0.359, 3.576)  0.1083
C (-2.215, 0.682, 8.220)  -0.5508
C (2.622, 1.500, 1.767)  -0.8406
C (-2.901, 5.787, 9.090)  -0.4043
H (-0.426, -5.012, -17.834)  0.2106
C (-2.383, -4.880, -9.813)  -0.6515
H (5.004, -0.723, 1.932)  0.2188
H (-1.129, 0.707, 8.163)  0.2029
C (-1.677, 5.747, 8.108)  -0.5051
C (-4.652, 7.514, 8.260)  -1.0320
H (-8.187, 8.031, 6.519)  0.2831
H (-0.167, -8.102, -4.118)  0.3203
H (-2.814, 2.130, -5.608)  0.2244
F (5.983, -2.385, -4.368)  -0.3346
H (4.088, 4.478, 0.579)  0.2098
C (2.562, -2.391, -6.896)  -1.2406
H (3.375, 4.033, 6.554)  0.2833
H (0.459, 2.921, 7.940)  0.3271
H (6.352, -2.984, -2.390)  0.2174
C (0.294, 4.244, -1.022)  -0.6319
H (3.246, -2.778, 4.742)  0.2148
H (-5.112, 2.625, 12.054)  0.2836
H (-0.612, -3.426, -12.477)  0.2420
H (3.264, -2.635, 0.176)  0.3289
H (-1.271, 3.931, 9.221)  0.2669

Output
HOMO level: -3.67 eV
Energy: -102275.284 eV
Kohn-Sham gap: 0.1895 Ha
Charge: -1